1.
37
Properties=species:S:1:pos:R:3 method="wB97M-V/def2-TZVPD" charge=-3 spin_multiplicity=2 e_homo_ev="-0.2 / -0.2" s_squared=0.799 orbital_gap_ev="6.3437 / 6.3458" lumo_ha="0.22758 / 0.22758" largest_force_ev_per_a=6.21
O -0.360 1.055 0.295
V -0.942 -0.466 0.556
N -1.236 -3.813 0.644
O -1.631 -4.497 -0.255
O -0.600 -4.338 1.550
O -1.526 -2.592 0.722
N 1.453 -1.397 2.849
O 1.894 -0.819 3.786
O 2.047 -2.298 2.396
O 0.506 -0.890 2.285
N -3.717 -0.406 2.194
O -4.394 -0.859 1.344
O -2.553 -0.141 2.028
O -4.217 -0.363 3.342
N 1.411 -2.290 -1.398
O 1.698 -3.125 -0.600
O 1.916 -2.298 -2.508
O 0.699 -1.321 -1.027
F -2.621 -0.295 -0.938
C -1.080 -1.218 -4.093
O -1.336 -2.100 -2.990
H -1.009 -1.778 -5.025
H -1.923 -0.528 -4.048
H -0.135 -0.713 -3.892
H -1.413 -1.586 -2.183
C 0.936 3.488 -1.245
O 1.617 3.970 -2.435
H -0.142 3.428 -1.394
H 1.439 2.558 -0.978
H 1.022 4.153 -0.386
H 2.360 4.488 -2.116
C 2.272 2.756 2.079
O 1.142 3.532 2.430
H 1.836 2.095 1.330
H 3.033 3.293 1.512
H 2.683 2.213 2.930
H 0.869 3.100 3.243

2.
100
Properties=species:S:1:pos:R:3 method="wB97M-V/def2-TZVPD" charge=-1 spin_multiplicity=1 e_homo_ev=-3.8 relative_energy_kcal_mol=11.7 orbital_gap_ev=5.6943 lumo_ha=0.06942 largest_force_ev_per_a=1.83
Sr -1.279 -0.551 0.985
C 0.481 -1.780 -2.312
C -0.168 -0.439 -2.398
C -0.073 0.498 -3.431
C -0.863 1.559 -3.026
C -1.105 2.853 -3.725
N -1.385 1.248 -1.824
N -0.953 0.018 -1.435
B -2.410 2.066 -0.987
N -3.614 1.187 -0.587
N -3.549 0.218 0.368
C -4.752 -0.335 0.441
C -5.043 -1.440 1.397
C -5.615 0.268 -0.480
C -4.852 1.224 -1.118
C -5.251 2.170 -2.200
N -1.731 2.713 0.257
N -1.250 1.981 1.295
C -0.789 2.836 2.193
C -0.213 2.354 3.481
C -0.961 4.149 1.745
C -1.564 4.025 0.510
C -1.984 5.105 -0.429
H 1.301 -1.842 -3.029
H -0.240 -2.574 -2.511
H 0.879 -1.974 -1.316
H 0.492 0.422 -4.344
H -0.655 2.816 -4.716
H -0.657 3.688 -3.183
H -2.168 3.066 -3.834
H -2.809 2.957 -1.670
H -4.594 -1.239 2.371
H -4.641 -2.388 1.036
H -6.119 -1.548 1.532
H -6.651 0.038 -0.657
H -6.286 1.977 -2.481
H -4.629 2.049 -3.087
H -5.170 3.208 -1.879
H -0.083 1.272 3.472
H -0.874 2.597 4.315
H 0.757 2.815 3.672
H -0.685 5.061 2.244
H -1.728 6.074 -0.001
H -3.059 5.083 -0.611
H -1.489 5.016 -1.395
C 2.741 0.356 3.175
O 2.548 0.433 1.769
C 3.583 0.920 1.062
C 4.703 1.516 1.610
C 5.725 1.964 0.772
Br 7.260 2.762 1.553
C 5.653 1.822 -0.587
C 4.516 1.226 -1.157
C 3.476 0.778 -0.343
O 2.367 0.204 -0.791
C 4.420 1.039 -2.601
N 3.533 0.272 -3.189
C 3.799 0.358 -4.542
C 3.179 -0.270 -5.619
C 3.660 0.002 -6.884
C 4.737 0.877 -7.084
C 5.370 1.500 -6.025
C 4.883 1.220 -4.756
N 5.262 1.641 -3.497
H 2.771 1.358 3.614
H 3.668 -0.179 3.401
H 1.913 -0.224 3.569
H 4.797 1.635 2.677
H 6.483 2.139 -1.201
H 2.442 0.082 -1.768
H 2.356 -0.953 -5.459
H 3.199 -0.470 -7.741
H 5.083 1.065 -8.091
H 6.206 2.167 -6.182
H 5.984 2.301 -3.275
O -3.064 -3.938 3.199
C -2.410 -5.131 2.821
C -0.904 -4.973 2.561
C -0.289 -6.383 2.667
O -0.368 -6.980 3.958
C -0.260 -4.102 3.664
Se 0.226 -2.213 3.356
C -0.569 -4.496 1.134
Se -1.901 -3.378 0.199
H -2.935 -3.343 2.436
H -2.877 -5.549 1.916
H -2.554 -5.837 3.643
H 0.759 -6.334 2.340
H -0.816 -7.066 1.995
H -0.066 -6.315 4.587
H 0.696 -4.553 3.950
H -0.914 -4.111 4.539
H -0.409 -5.364 0.490
H 0.364 -3.932 1.178
C -1.379 -0.382 6.123
C -2.211 -0.208 4.946
N -2.879 -0.111 4.020
H -0.399 -0.729 5.785
H -1.811 -1.164 6.748
H -1.312 0.547 6.686

3.
50
Properties=species:S:1:pos:R:3 method="wB97M-V/def2-TZVPD" charge=-2 spin_multiplicity=2 e_homo_ev="2.3 / -4.6" relative_energy_kcal_mol=67.5 s_squared=0.751 orbital_gap_ev="2.4424 / 9.2596" lumo_ha="0.17536 / 0.17036" largest_force_ev_per_a=7.41
O -4.277 -0.080 0.669
H -4.246 -0.741 0.078
H -4.439 0.640 0.159
O 1.982 -1.233 -0.712
H 2.153 -2.211 -0.691
H 0.886 -1.709 -1.121
O 2.676 0.172 -3.535
H 1.727 0.527 -3.165
H 2.768 -0.339 -2.676
O 2.725 0.343 1.166
H 2.128 0.605 0.312
H 2.200 0.583 1.989
O -3.591 -0.294 -2.323
H -4.407 -0.880 -2.443
O 4.114 -2.930 -1.287
H 3.995 -2.067 -1.246
H 4.318 -2.932 -0.406
O 2.213 3.812 1.694
H 1.986 4.408 2.359
H 1.571 3.266 1.345
O -0.373 -1.698 -1.032
H -0.504 -1.085 -0.306
H -2.893 -0.808 -2.509
O -1.152 -4.431 -1.348
H -0.751 -4.661 -0.478
H -0.546 -3.561 -1.230
O 1.670 6.169 -0.220
H 2.399 5.842 0.250
H 1.027 5.427 -0.264
O -1.699 -1.998 -3.196
H -0.909 -1.569 -2.706
H -2.083 -2.516 -2.552
O -2.862 3.575 1.124
H -2.840 3.575 2.075
H -2.391 2.797 0.931
O -2.498 1.743 3.772
H -2.431 1.639 2.743
H -2.885 0.910 3.997
O 2.197 -2.111 1.779
H 2.289 -1.420 1.041
H 2.073 -2.968 1.325
O 0.532 0.578 -1.777
H -0.169 0.824 -2.481
H 0.409 -0.427 -1.647
O -0.228 1.767 0.855
H -0.283 1.538 -0.099
H -0.025 0.919 1.056
O -0.084 -2.384 3.601
H -0.796 -2.758 2.988
H -0.674 -1.846 4.140

4.
53
Properties=species:S:1:pos:R:3 method="wB97M-V/def2-TZVPD" charge=0 spin_multiplicity=1 e_homo_ev=-8.2 relative_energy_kcal_mol=85.0 orbital_gap_ev=8.7368 lumo_ha=0.02092 largest_force_ev_per_a=1.63
C 0.086 5.876 1.105
C -0.092 5.861 -0.407
C -0.137 4.438 -0.956
O 1.127 3.842 -0.761
C 1.196 2.459 -1.015
C 2.434 1.909 -0.305
C 2.604 0.422 -0.602
C 2.631 0.185 -2.110
N 1.435 0.729 -2.725
C 0.480 -0.126 -3.164
O 0.629 -1.331 -3.102
C -0.780 0.459 -3.796
C -1.821 0.880 -2.743
C -1.954 -0.179 -1.714
N -2.759 -1.187 -1.707
N -2.491 -1.904 -0.603
C -1.530 -1.300 0.027
C -0.914 -1.696 1.272
C -0.045 -0.835 1.934
C 0.565 -1.200 3.129
C 0.268 -2.446 3.627
C -0.614 -3.311 2.967
C -1.220 -2.965 1.790
O -0.727 -4.469 3.685
C 0.108 -4.315 4.811
O 0.723 -3.044 4.766
O -1.142 -0.176 -0.631
C 1.306 2.149 -2.526
H -0.760 5.398 1.595
H 0.992 5.340 1.373
H 0.163 6.898 1.468
H -1.017 6.369 -0.684
H 0.743 6.380 -0.879
H -0.911 3.855 -0.430
H -0.394 4.463 -2.026
H 0.296 1.957 -0.619
H 3.303 2.469 -0.656
H 2.339 2.082 0.768
H 1.772 -0.142 -0.176
H 3.527 0.053 -0.155
H 3.502 0.676 -2.556
H 2.662 -0.882 -2.334
H -1.208 -0.347 -4.394
H -0.546 1.297 -4.454
H -2.789 1.018 -3.225
H -1.528 1.808 -2.250
H 0.153 0.142 1.520
H 1.239 -0.538 3.646
H -1.898 -3.616 1.267
H 0.882 -5.099 4.808
H -0.492 -4.400 5.731
H 2.205 2.646 -2.910
H 0.446 2.546 -3.062

5.
11
Properties=species:S:1:pos:R:3 method="wB97M-V/def2-TZVPD" charge=-2 spin_multiplicity=1 e_homo_ev=-0.3 relative_energy_kcal_mol=13.0 orbital_gap_ev=6.6900 lumo_ha=0.23447 largest_force_ev_per_a=5.34
N 0.044 -1.517 -0.723
O -2.199 -2.561 -0.119
O -1.231 0.640 3.080
O -2.246 -0.491 -1.347
O -1.731 -0.604 1.042
O 0.272 -1.063 2.301
O 0.129 1.031 1.134
O 0.591 -0.258 -1.272
S -1.489 -1.297 -0.357
S -0.547 0.033 1.926
H 0.181 0.396 -0.635

6.
75
Properties=species:S:1:pos:R:3 method="wB97M-V/def2-TZVPD" charge=-1 spin_multiplicity=1 e_homo_ev=-4.4 relative_energy_kcal_mol=0.0 orbital_gap_ev=6.6788 lumo_ha=0.08422 largest_force_ev_per_a=0.54
Ag -0.443 -0.798 -0.189
I 7.287 -1.365 -1.020
C 5.313 -0.707 -0.759
C 4.832 0.348 -1.522
C 3.529 0.757 -1.324
I 2.767 2.333 -2.475
C 2.628 0.175 -0.380
O 1.437 0.593 -0.250
C 3.186 -0.907 0.370
C 2.353 -1.626 1.401
N 2.306 -3.062 1.133
C 1.814 -3.857 2.220
C 0.321 -3.837 2.494
C -0.171 -4.380 3.683
C -1.536 -4.443 3.877
C -2.376 -3.974 2.874
C -1.798 -3.455 1.730
N -0.479 -3.377 1.542
C 4.492 -1.320 0.176
H 5.457 0.839 -2.256
H 1.364 -1.156 1.465
H 2.828 -1.509 2.384
H 1.772 -3.233 0.285
H 2.350 -3.571 3.131
H 2.076 -4.907 2.036
H 0.518 -4.748 4.434
H -1.943 -4.851 4.794
H -3.452 -4.001 2.977
H -2.412 -3.070 0.924
H 4.859 -2.154 0.762
C 0.344 5.760 -2.528
C -0.454 4.504 -2.300
C -1.279 3.983 -3.293
C -1.971 2.799 -3.093
C -1.837 2.121 -1.890
C -1.028 2.630 -0.885
C -0.347 3.817 -1.097
S -2.650 0.544 -1.729
O -1.824 -0.383 -2.485
O -3.999 0.711 -2.232
N -2.524 0.124 -0.209
C -3.136 0.818 0.806
C -4.202 1.691 0.697
C -4.776 2.287 1.836
C -4.297 2.052 3.093
C -3.161 1.223 3.248
C -2.543 0.999 4.499
C -1.409 0.245 4.575
C -0.880 -0.292 3.383
N -1.431 -0.121 2.212
C -2.569 0.616 2.118
H 0.140 6.184 -3.512
H 1.413 5.547 -2.466
H 0.115 6.517 -1.775
H -1.376 4.509 -4.237
H -2.617 2.393 -3.861
H -0.895 2.083 0.038
H 0.308 4.199 -0.322
H -4.623 1.884 -0.280
H -5.628 2.943 1.702
H -4.759 2.498 3.966
H -2.974 1.452 5.386
H -0.907 0.073 5.517
H 0.035 -0.878 3.406
C 0.707 -0.299 -4.492
N 1.596 -1.130 -3.692
C 3.010 -1.173 -4.027
C 1.178 -1.688 -2.581
N 0.789 -2.157 -1.598
H 0.920 0.758 -4.319
H -0.325 -0.505 -4.218
H 0.865 -0.536 -5.547
H 3.391 -0.156 -4.148
H 3.165 -1.728 -4.957
H 3.563 -1.653 -3.223

7.
21
Properties=species:S:1:pos:R:3 method="wB97M-V/def2-TZVPD" charge=-1 spin_multiplicity=1 e_homo_ev=-2.5 relative_energy_kcal_mol=137.2 orbital_gap_ev=5.9509 lumo_ha=0.12735 largest_force_ev_per_a=3.74
N 1.429 -1.838 -0.195
C 0.537 -0.691 -0.167
C 1.049 0.669 -0.294
C 2.546 0.869 -0.516
O 3.356 0.095 0.323
C -0.972 -0.897 -0.291
N -1.674 0.147 0.372
C -3.060 -0.044 0.212
H 2.354 -1.456 0.196
H 1.588 -2.170 -1.161
H 0.881 0.130 0.776
H 0.387 1.452 -0.615
H -0.791 2.033 2.157
H 2.792 0.603 -1.588
H 2.761 1.968 -0.392
H -1.229 -1.903 0.129
H -1.184 -1.057 -1.396
H -0.211 2.455 1.896
H -3.669 0.736 0.774
H -3.461 -0.010 -0.849
H -3.432 -1.090 0.629

8.
77
Properties=species:S:1:pos:R:3 method="wB97M-V/def2-TZVPD" charge=+3 spin_multiplicity=1 e_homo_ev=-15.0 relative_energy_kcal_mol=31.6 orbital_gap_ev=7.1645 lumo_ha=-0.28833 largest_force_ev_per_a=0.66
Pt 1.490 -2.160 2.484
N 2.983 -1.122 6.292
C 2.814 -1.650 5.093
S 2.266 -0.501 3.758
N 3.127 -2.869 4.797
N 2.667 -3.274 3.570
C 2.919 -4.455 3.138
C 2.255 -4.828 1.889
C 2.438 -6.042 1.261
C 1.709 -6.311 0.107
C 0.826 -5.361 -0.374
C 0.692 -4.157 0.301
N 1.386 -3.900 1.403
H 2.824 -0.145 6.473
H 3.292 -1.710 7.054
H 3.544 -5.129 3.710
H 3.134 -6.764 1.666
H 1.828 -7.258 -0.401
H 0.234 -5.545 -1.259
H 0.019 -3.377 -0.028
C -2.133 4.646 1.847
C -2.927 3.425 2.275
N -2.207 2.160 1.999
C -1.569 1.561 3.004
C -0.851 0.402 2.865
C -0.245 -0.280 4.044
O 1.008 0.327 4.415
O -0.610 -1.266 4.569
C -0.654 -0.174 1.581
O 0.066 -1.194 1.333
C -1.349 0.482 0.499
C -1.264 -0.024 -0.808
C -1.973 0.542 -1.817
F -1.889 -0.016 -3.036
C -2.820 1.665 -1.625
C -2.851 2.196 -0.343
C -2.142 1.619 0.720
N -3.582 2.216 -2.649
C -4.882 2.816 -2.386
C -4.933 4.217 -2.989
N -4.193 4.201 -4.314
C -4.203 2.834 -4.937
C -3.395 1.872 -4.064
H -2.709 5.547 2.055
H -1.897 4.627 0.783
H -1.196 4.712 2.400
H -3.903 3.369 1.795
H -3.120 3.443 3.345
H -1.673 2.034 3.972
H -0.648 -0.888 -1.014
H -3.426 3.090 -0.164
H -5.090 2.874 -1.323
H -5.672 2.190 -2.812
H -4.438 4.956 -2.363
H -5.955 4.538 -3.181
H -3.225 4.490 -4.165
H -4.603 4.884 -4.953
H -3.775 2.903 -5.934
H -5.248 2.547 -5.032
H -2.339 1.951 -4.317
H -3.722 0.858 -4.306
C 3.525 -2.561 -3.334
C 4.253 -2.074 -2.090
S 3.220 -0.924 -1.128
O 3.202 -1.440 0.288
C 4.301 0.526 -1.124
C 5.616 0.310 -0.396
H 4.177 -3.208 -3.918
H 3.227 -1.730 -3.974
H 2.630 -3.127 -3.074
H 5.199 -1.596 -2.339
H 4.457 -2.880 -1.385
H 3.704 1.301 -0.641
H 4.427 0.810 -2.172
H 5.443 -0.172 0.566
H 6.097 1.271 -0.216
H 6.311 -0.301 -0.969

Question: What is the charge in the third record?
Answer: -2